Below is the ion C5H7N2O2 with charge +1, with properties calculated with ωB97M-V/def2-TZVPD.

Summary:
- Lowest unoccupied orbital energy (spin up / spin down): -6.006 / -8.822 eV
- E_HOMO (spin up / spin down): -12.36 / -14.31 eV
- Maximum force: 4.5 eV/A
- Charge: +1
- Multiplicity: 3
- ΔE to the lowest compared entry with this formula, charge and spin: 5.998 eV
- Frontier orbital gap (spin up / spin down): 6.4 / 5.5 eV

Each line ends with the Mulliken spin population.
Cartesian coordinates (Å):
C: 0.51644 -1.74357 0.57620  0.82
C: 0.08877 -0.75491 -0.04866  -0.03
C: 3.04379 -0.14245 0.26650  0.83
C: 0.74747 0.63789 -0.18914  0.12
C: -1.36645 -0.56962 -0.42012  0.14
N: 2.18976 0.75446 -0.05955  -0.05
N: 4.40572 0.01345 0.14336  0.01
O: 5.14926 -0.12410 1.03806  -0.01
O: 4.54191 -0.14584 -1.05398  0.14
H: 0.66203 -2.51576 1.25789  0.02
H: 0.44213 0.99454 -1.24000  0.00
H: 0.19630 1.32631 0.43331  -0.01
H: -1.58435 0.42085 -0.27442  -0.01
H: -2.07353 -1.14876 0.33080  0.00
H: -1.64716 -0.76759 -1.45271  0.00
H: 2.40624 1.70709 -0.11521  0.03


Below is a structure of composition C37H41CrFN6O6S, with properties calculated with ωB97M-V/def2-TZVPD.

Summary:
- Lowest unoccupied orbital energy (spin up / spin down): -3.324 / -3.324 eV
- E_HOMO (spin up / spin down): -8.39 / -8.76 eV
- Maximum force: 0.7 eV/A
- Charge: +1
- Multiplicity: 4
- ΔE to the lowest compared entry with this formula, charge and spin: 0.000 eV
- Frontier orbital gap (spin up / spin down): 5.1 / 5.4 eV

Each line ends with the Mulliken spin population.
Cartesian coordinates (Å):
Cr: 2.38583 -0.84803 -0.77396  3.13
C: 5.77246 1.53956 -1.14640  0.00
C: 4.76563 0.50577 -1.57428  0.00
O: 3.57030 0.66021 -1.08424  0.00
C: 5.15766 -0.50224 -2.41994  0.05
C: 4.24101 -1.40845 -3.00936  0.01
C: 4.57008 -2.08773 -4.30116  0.00
N: 3.06793 -1.57457 -2.47486  -0.12
N: 2.06455 -2.16504 -3.25361  0.04
C: 0.93545 -1.65887 -2.89071  -0.01
O: 0.84090 -0.74162 -1.94458  -0.01
C: -0.32567 -2.09913 -3.53224  -0.01
C: -0.33861 -3.11380 -4.48599  0.00
C: -1.53659 -3.51891 -5.05351  0.00
C: -2.73081 -2.91332 -4.68009  0.00
C: -2.72054 -1.89734 -3.73527  0.00
C: -1.52257 -1.49454 -3.15913  0.00
H: 5.25637 2.43623 -0.80329  0.00
H: 6.45665 1.79543 -1.95266  0.00
H: 6.35572 1.13747 -0.31413  0.00
H: 6.17418 -0.48854 -2.78553  0.00
H: 5.63823 -2.02897 -4.50006  0.00
H: 4.03072 -1.60276 -5.11638  0.00
H: 4.24873 -3.12738 -4.27980  0.00
H: 0.59833 -3.57786 -4.76405  0.00
H: -1.54086 -4.31132 -5.79083  0.00
H: -3.66420 -3.22918 -5.12868  0.00
H: -3.64962 -1.41169 -3.45553  0.00
H: -1.49136 -0.69891 -2.42421  0.00
F: -1.12662 4.33956 2.03141  0.00
C: -1.53813 3.09278 1.70908  0.00
C: -0.60632 2.15728 1.36717  0.00
C: -1.00216 0.85081 1.09125  0.00
C: 0.01050 -0.13672 0.69075  -0.04
O: 1.17069 0.26730 0.48316  -0.02
C: -0.46917 -1.47718 0.56326  0.03
C: -1.79967 -1.72069 0.66415  0.01
N: -2.74729 -0.78512 0.88289  0.00
C: -4.14362 -1.16640 0.88735  0.00
C: -4.62157 -2.10887 -0.16876  0.00
C: -5.02450 -0.66560 -0.22265  0.00
C: -2.36235 0.51665 1.15676  0.00
C: -3.30083 1.50433 1.46691  0.00
C: -2.90508 2.79634 1.74765  0.00
N: -3.90279 3.76266 2.05987  0.00
C: -4.66418 3.60853 3.28960  0.00
C: -6.12674 3.96850 2.97582  0.00
N: -6.12324 4.87247 1.76930  0.00
C: -5.03025 5.89729 1.87009  0.00
C: -3.67866 5.16798 1.74120  0.00
C: 0.38817 -2.69375 0.28083  -0.02
O: -0.13725 -3.79279 0.36442  0.00
O: 1.61496 -2.47547 -0.01617  -0.05
H: 0.44756 2.40639 1.32208  0.00
H: -2.13990 -2.73987 0.53344  0.00
H: -4.57119 -1.25883 1.87879  0.00
H: -5.35766 -2.84307 0.12418  0.00
H: -3.90354 -2.45047 -0.90353  0.00
H: -6.04623 -0.40167 0.01749  0.00
H: -4.54998 -0.05204 -0.97885  0.00
H: -4.35699 1.26912 1.46870  0.00
H: -4.27572 4.25090 4.08867  0.00
H: -4.60561 2.58226 3.63872  0.00
H: -6.61443 4.50094 3.78892  0.00
H: -6.71656 3.09259 2.71554  0.00
H: -7.03346 5.31235 1.64737  0.00
H: -5.93012 4.29383 0.95026  0.00
H: -5.14668 6.38061 2.83716  0.00
H: -5.17086 6.64133 1.09062  0.00
H: -2.96335 5.66243 2.40048  0.00
H: -3.29673 5.23868 0.72483  0.00
S: 3.82290 -1.06219 1.53522  -0.01
C: 3.92074 0.41741 2.32087  0.00
N: 4.40940 0.42628 3.60200  0.00
C: 4.57283 1.53184 4.37166  0.00
C: 4.24037 2.75242 3.88987  0.00
C: 3.73568 2.82152 2.56725  0.00
C: 3.57776 1.70183 1.80797  0.00
H: 4.66913 -0.47944 3.96771  0.00
H: 4.97803 1.36626 5.35923  0.00
H: 4.37496 3.63551 4.49608  0.00
H: 3.48201 3.78855 2.14875  0.00
H: 3.22027 1.74592 0.78870  0.01
C: 3.67003 -4.97914 1.05320  0.00
C: 3.83392 -4.26227 -0.26234  0.00
C: 3.12964 -4.87653 -1.44188  0.00
O: 4.45786 -3.22541 -0.34343  0.01
H: 4.12299 -5.97206 0.99718  0.00
H: 2.60370 -5.11029 1.25400  0.00
H: 4.13074 -4.40216 1.85182  0.00
H: 3.24728 -5.96206 -1.45458  0.00
H: 3.48336 -4.44013 -2.37229  0.00
H: 2.06406 -4.65566 -1.33272  0.00